No. 1
ORCA calculation (the ωB97M-V functional and the def2-TZVPD basis) on C3H8N2O in the gas phase.

Geometry (Å):
C  -1.290  -0.431  -0.227
C  -0.035  -0.048  0.524
C  0.388  1.582  0.184
N  1.262  -0.314  -0.045
N  1.109  -1.915  0.388
O  1.047  -2.690  -0.523
H  -1.444  -1.516  -0.213
H  -1.226  -0.144  -1.282
H  -2.158  0.081  0.197
H  -0.072  -0.083  1.609
H  -0.565  2.068  0.425
H  1.153  1.924  0.877
H  0.619  1.844  -0.849
H  1.212  -0.358  -1.064

Output
energy above the lowest of the compared OMol25 structures with the same formula, charge and spin: 5.535 eV
total energy: -303.68871 a.u.
SMILES: CC(C)NN=O
orbital gap: 8.63 eV
HOMO: -8.546 eV
lowest unoccupied orbital energy: 0.088 eV

No. 2
ORCA calculation (the ωB97M-V functional and the def2-TZVPD basis) on C3H8N2O in the gas phase.

Geometry (Å):
N  0.022  1.945  0.354
C  -0.558  1.020  -0.644
N  -1.010  -0.227  -0.043
C  -0.008  -1.016  0.628
C  0.835  -1.878  -0.299
O  1.308  -1.474  -1.328
H  0.916  1.598  0.681
H  0.226  2.825  -0.110
H  -1.439  1.507  -1.047
H  0.169  0.754  -1.421
H  -1.758  -0.017  0.605
H  -0.446  -1.664  1.379
H  0.751  -0.460  1.206
H  0.992  -2.915  0.041

Output
energy above the lowest of the compared OMol25 structures with the same formula, charge and spin: 1.801 eV
total energy: -303.82593 a.u.
SMILES: NCNCC=O
orbital gap: 10.10 eV
HOMO: -9.146 eV
lowest unoccupied orbital energy: 0.952 eV

No. 3
ORCA calculation (the ωB97M-V functional and the def2-TZVPD basis) on a gas-phase ion, C3H8N2O (charge +1).

Geometry (Å):
C  -1.384  -0.789  -1.882
N  -0.955  -0.052  -0.778
C  0.436  0.228  -0.514
C  0.570  0.873  0.928
N  0.844  -0.054  1.937
O  -1.961  -1.831  -1.826
H  -1.221  -0.321  -2.861
H  -1.429  -0.397  0.046
H  0.831  0.780  -1.358
H  1.001  -0.704  -0.429
H  1.536  1.395  0.820
H  -0.273  1.540  1.068
H  0.371  0.028  2.837
H  1.635  -0.697  2.012

Output
energy above the lowest of the compared OMol25 structures with the same formula, charge and spin: 1.274 eV
total energy: -303.49966 a.u.
2S+1: 2
orbital gap (alpha / beta): 10.64 / 5.05 eV
HOMO (alpha / beta): -14.278 / -13.909 eV
lowest unoccupied orbital energy (alpha / beta): -3.635 / -8.859 eV
expectation value of S²: 0.757
charge: +1

Question: What is the formula in the third record?
Answer: C3H8N2O

Question: energy above the lowest of the compared OMol25 structures with the same formula, charge and spin of number 1 (C3H8N2O)?
Answer: 5.535 eV